[1]
A cluster of 7 separate species, C17H38BrIN16O7P in total. Source: the OMol25 dataset; level of theory: ωB97M-V/def2-TZVPD.

The HOMO energy comes out at -11.01 eV. The value obtained for the total energy is -143850.326 eV. The calculation puts the frontier orbital gap at 8.3 eV. Its multiplicity is 1. The charge is +1.

Geometry (Å):
C: -5.526 1.337 0.621
P: -4.676 -0.314 0.270
O: -5.623 -1.070 -0.896
N: -3.112 0.233 -0.452
C: -2.918 0.767 -1.774
I: -4.367 1.029 -3.306
C: -1.516 1.091 -1.820
Br: -0.685 1.913 -3.354
N: -0.869 0.767 -0.614
C: 0.510 0.910 -0.093
C: 1.668 1.024 -1.154
N: 2.955 1.174 -0.380
C: -1.878 0.249 0.187
C: -1.810 -0.237 1.636
C: -2.590 0.325 2.755
C: -2.447 -0.240 4.081
N: -1.636 -1.254 4.539
C: -0.902 -1.709 3.471
C: -0.917 -1.319 2.075
H: -6.496 1.218 1.169
H: -5.720 1.912 -0.328
H: -4.863 1.984 1.266
H: -6.559 -0.835 -0.719
H: 0.546 1.748 0.669
H: 0.725 -0.025 0.511
H: 1.710 0.173 -1.886
H: 1.538 2.022 -1.668
H: 2.750 0.823 0.568
H: 3.067 2.188 -0.234
H: -3.288 1.175 2.569
H: -3.107 0.226 4.877
H: -0.171 -2.527 3.733
H: -0.258 -1.829 1.331
C: 1.031 1.167 -7.266
O: 0.130 1.932 -7.562
N: 1.159 0.638 -6.016
N: 1.984 0.775 -8.155
H: 1.891 0.006 -5.747
H: 0.470 0.907 -5.336
H: 1.920 1.146 -9.087
H: 2.732 0.147 -7.930
C: -3.632 2.507 6.438
O: -4.044 1.522 5.840
N: -2.635 3.294 5.953
N: -4.136 2.896 7.636
H: -2.283 4.105 6.428
H: -2.237 3.036 5.067
H: -4.876 2.337 8.026
H: -3.814 3.699 8.144
C: 2.420 -3.263 0.691
O: 1.462 -2.560 0.351
N: 3.633 -2.756 0.971
N: 2.325 -4.613 0.810
H: 4.421 -3.319 1.249
H: 3.747 -1.757 0.893
H: 1.434 -5.032 0.609
H: 3.092 -5.201 1.084
C: 6.335 -5.862 1.885
O: 5.672 -4.878 1.581
N: 7.676 -5.928 1.684
N: 5.786 -6.969 2.450
H: 8.238 -6.723 1.926
H: 8.118 -5.128 1.268
H: 4.795 -6.956 2.615
H: 6.312 -7.783 2.706
C: 6.253 -0.491 0.081
O: 5.380 -0.734 0.902
N: 7.425 -1.178 0.038
N: 6.123 0.484 -0.854
H: 8.154 -0.996 -0.626
H: 7.553 -1.908 0.717
H: 5.262 1.010 -0.850
H: 6.825 0.700 -1.536
C: -6.797 4.867 -3.846
O: -6.428 4.903 -2.683
N: -7.375 5.930 -4.466
N: -6.660 3.755 -4.622
H: -7.685 5.920 -5.420
H: -7.492 6.768 -3.923
H: -6.237 2.953 -4.192
H: -6.955 3.699 -5.579

Cartesian forces (eV/Å) of the 3 atoms listed first:
0.298 0.760 -0.956
-1.073 -0.945 2.211
0.587 1.348 0.532

[2]
A structure of composition C17H38ClFN2O8S. Source: the OMol25 dataset; level of theory: ωB97M-V/def2-TZVPD.

The HOMO energy comes out at -8.77 eV. The value obtained for the total energy is -63676.608 eV. The calculation puts the frontier orbital gap at 9.3 eV. Its multiplicity is 1.

Geometry (Å):
C: -3.226 2.205 -0.632
C: -4.637 2.447 -0.117
F: -4.539 3.064 1.137
C: -5.418 1.150 0.046
C: -6.871 1.118 -0.389
O: -7.864 1.170 0.663
S: -8.860 2.365 0.348
O: -10.166 2.104 0.704
O: -8.231 3.535 0.753
O: -8.757 2.172 -1.236
C: -7.339 2.075 -1.455
Cl: -6.996 1.577 -3.086
H: -2.911 3.059 -1.212
H: -2.560 2.119 0.207
H: -3.167 1.353 -1.290
H: -5.115 3.150 -0.786
H: -5.423 0.938 1.104
H: -4.910 0.326 -0.422
H: -7.024 0.130 -0.803
H: -6.969 3.078 -1.359
C: 3.871 0.594 -1.783
O: 4.036 1.718 -0.942
C: 4.073 2.968 -1.619
C: 2.843 3.790 -1.301
N: 1.650 3.214 -1.907
C: 0.393 3.799 -1.448
C: 0.024 3.631 0.022
O: -0.261 2.294 0.392
C: 0.872 1.504 0.724
H: 4.010 -0.294 -1.167
H: 2.868 0.556 -2.223
H: 4.615 0.586 -2.585
H: 4.186 2.833 -2.699
H: 4.953 3.504 -1.255
H: 2.981 4.805 -1.685
H: 2.768 3.850 -0.207
H: 1.628 2.223 -1.711
H: -0.406 3.345 -2.040
H: 0.398 4.867 -1.689
H: -0.901 4.190 0.191
H: 0.772 4.064 0.696
H: 1.668 2.101 1.173
H: 1.254 0.972 -0.150
H: 0.554 0.750 1.443
C: 5.025 -5.590 -0.265
O: 3.712 -5.958 0.108
C: 3.570 -6.319 1.477
C: 2.742 -5.300 2.227
N: 3.459 -4.039 2.372
C: 2.649 -2.933 2.875
C: 1.477 -2.453 2.025
O: 1.853 -1.834 0.809
C: 2.082 -2.712 -0.278
H: 5.039 -5.487 -1.349
H: 5.324 -4.633 0.179
H: 5.749 -6.358 0.022
H: 4.545 -6.457 1.951
H: 3.046 -7.279 1.504
H: 2.510 -5.692 3.221
H: 1.796 -5.181 1.681
H: 3.839 -3.774 1.473
H: 3.320 -2.083 3.016
H: 2.270 -3.205 3.865
H: 0.960 -1.681 2.601
H: 0.741 -3.244 1.839
H: 1.452 -3.603 -0.224
H: 3.132 -3.012 -0.339
H: 1.841 -2.171 -1.194

Cartesian forces (eV/Å) of the 3 atoms listed first:
-0.452 0.598 0.051
0.604 -0.505 -0.114
-0.183 0.150 -0.199

[3]
A structure of composition C17H38F6MnN2O7. Source: the OMol25 dataset; level of theory: ωB97M-V/def2-TZVPD.

The HOMO energy (alpha / beta) comes out at -7.88 / -8.64 eV. The value obtained for the total energy is -83184.772 eV. As for the expectation value of S²: 8.75. The calculation puts the frontier orbital gap (alpha / beta) at 8.2 / 8.9 eV. Its multiplicity is 6.

Geometry (Å):
Mn: 0.140 -0.101 0.969
C: 1.096 -1.437 3.188
O: 0.533 -2.123 2.034
O: 1.020 -0.152 2.931
C: 0.335 -1.869 4.456
F: -1.002 -1.833 4.321
F: 0.661 -3.130 4.819
F: 0.651 -1.079 5.488
C: 0.960 -3.461 1.792
C: 0.198 -4.018 0.616
H: 0.554 -5.013 0.349
H: -0.860 -4.069 0.877
H: 0.237 -3.385 -0.270
H: 0.777 -4.096 2.657
H: 2.030 -3.460 1.552
H: 2.135 -1.801 3.347
C: -1.678 -0.781 -1.676
O: -2.267 0.533 -1.739
O: -0.770 -0.815 -0.732
C: -2.767 -1.894 -1.542
F: -3.999 -1.427 -1.257
F: -2.875 -2.594 -2.689
F: -2.496 -2.779 -0.582
C: -3.079 0.797 -2.858
C: -3.577 2.204 -2.751
H: -4.150 2.326 -1.829
H: -2.755 2.920 -2.731
H: -4.231 2.457 -3.587
H: -3.896 0.081 -2.970
H: -2.495 0.656 -3.787
H: -1.202 -0.911 -2.675
C: -2.729 -1.073 1.953
O: -1.855 0.062 1.909
H: -2.190 -1.947 1.604
H: -3.006 -1.300 2.983
H: -3.603 -0.908 1.324
H: -2.184 0.723 2.522
C: -2.114 2.873 0.244
C: -0.638 2.817 -0.128
C: -0.066 4.226 -0.292
O: -0.823 4.976 -1.188
C: -0.219 6.211 -1.481
N: 0.128 2.107 0.928
H: -2.542 1.872 0.178
H: -2.645 3.429 -0.530
H: -2.263 3.338 1.220
H: -0.534 2.312 -1.091
H: 1.000 4.161 -0.581
H: -0.045 4.715 0.706
H: -0.827 6.715 -2.230
H: 0.793 6.082 -1.876
H: -0.211 6.849 -0.587
H: 1.085 2.465 0.920
H: -0.204 2.494 1.814
C: 2.233 -0.223 -2.306
C: 2.424 -1.034 -1.043
C: 3.763 -1.722 -1.041
O: 3.960 -2.334 0.199
C: 5.209 -3.003 0.277
N: 2.255 -0.126 0.134
H: 1.323 0.378 -2.276
H: 2.186 -0.843 -3.202
H: 3.064 0.486 -2.431
H: 1.599 -1.749 -1.009
H: 4.575 -1.008 -1.264
H: 3.776 -2.455 -1.865
H: 6.030 -2.279 0.299
H: 5.324 -3.671 -0.579
H: 5.197 -3.553 1.214
H: 2.795 0.713 -0.081
H: 2.751 -0.522 0.935

Cartesian forces (eV/Å) of the 3 atoms listed first:
-0.168 -0.345 -0.096
0.532 0.057 -0.172
-0.140 -0.477 0.268

[4]
A structure of composition C17H38LiNO17P. Source: the OMol25 dataset; level of theory: ωB97M-V/def2-TZVPD.

The HOMO energy comes out at -2.21 eV. The value obtained for the total energy is -64027.745 eV. The calculation puts the frontier orbital gap at 3.8 eV. Its multiplicity is 1. The charge is -1.

Geometry (Å):
C: -4.850 -0.010 1.646
N: -4.145 1.290 1.962
C: -5.061 2.247 2.588
C: -3.108 1.035 2.983
C: -3.401 1.762 0.810
C: -2.669 0.783 -0.061
O: -1.962 1.402 -1.142
H: -4.243 -0.823 1.365
H: -5.739 -0.056 1.033
H: -5.346 -0.626 2.569
H: -5.721 2.699 1.854
H: -4.468 3.144 2.914
H: -5.522 2.045 3.471
H: -2.527 1.946 3.011
H: -2.298 0.495 2.480
H: -3.319 0.885 3.976
H: -2.592 2.500 0.944
H: -3.959 2.218 0.017
H: -3.332 0.066 -0.521
H: -1.756 0.233 0.523
H: -1.360 1.954 -0.460
Li: 0.844 0.465 -0.323
P: 0.934 2.008 1.378
O: 0.310 0.734 1.707
O: 0.041 2.172 0.164
O: 2.029 1.464 0.683
O: 0.964 3.071 2.404
C: 3.069 -1.166 1.616
O: 3.484 -2.495 1.887
C: 4.586 -2.763 2.691
O: 5.379 -1.927 3.107
O: 4.729 -4.003 2.893
C: 5.928 -4.615 3.429
H: 2.032 -0.957 1.221
H: 3.631 -0.725 0.961
H: 2.495 -0.501 2.175
H: 6.172 -4.555 4.483
H: 6.882 -4.226 2.839
H: 5.907 -5.566 3.137
C: 1.110 3.246 -2.495
O: 1.436 3.465 -3.841
C: 2.823 3.754 -3.981
O: 3.523 4.200 -3.077
O: 3.340 3.760 -5.187
C: 4.764 3.994 -5.301
H: 1.666 2.571 -1.881
H: 0.229 2.591 -2.457
H: 0.664 3.981 -2.019
H: 5.144 5.134 -5.007
H: 4.998 3.533 -6.334
H: 5.476 3.297 -4.518
C: -1.004 -1.085 -3.320
O: 0.094 -0.299 -3.807
C: 1.172 -0.290 -3.081
O: 1.219 -0.707 -1.913
O: 2.220 0.301 -3.577
C: 3.457 0.494 -2.900
H: -0.978 -2.116 -3.503
H: -1.730 -0.974 -4.115
H: -1.352 -0.829 -2.310
H: 4.051 -0.490 -2.623
H: 3.333 1.142 -2.128
H: 4.231 1.031 -3.738
C: -0.407 -2.770 1.290
O: -1.551 -3.503 1.905
C: -2.754 -3.473 1.254
O: -2.918 -2.778 0.339
O: -3.666 -4.176 1.757
C: -4.928 -4.239 1.251
H: -0.233 -3.150 0.379
H: 0.485 -2.974 1.845
H: -0.429 -1.789 1.154
H: -5.551 -4.568 2.104
H: -4.870 -4.709 0.408
H: -5.101 -3.179 1.015

Cartesian forces (eV/Å) of the 3 atoms listed first:
-2.370 -2.302 3.057
-1.131 -2.214 1.867
1.572 4.148 -2.625

[5]
A cluster of 7 separate species, C17H39Br3NO17S4 in total. Source: the OMol25 dataset; level of theory: ωB97M-V/def2-TZVPD.

The HOMO energy comes out at -4.08 eV. The value obtained for the total energy is -308019.938 eV. The calculation puts the frontier orbital gap at 5.2 eV. Its multiplicity is 1. The charge is -1.

Geometry (Å):
N: 2.120 -0.679 -1.358
O: 3.248 -0.578 -1.736
O: 2.003 -0.799 -0.171
O: 1.150 -0.668 -2.096
O: -1.924 -7.655 0.545
C: -0.888 -7.559 -0.084
O: -0.122 -8.613 -0.282
C: 0.898 -8.422 -1.192
C: 0.824 -6.924 -1.662
C: -0.424 -6.409 -1.013
H: 0.708 -9.051 -2.062
H: 1.852 -8.762 -0.790
H: 0.659 -6.957 -2.739
H: 1.578 -6.225 -1.300
H: -1.190 -6.312 -1.782
H: -0.306 -5.469 -0.475
O: -5.819 -1.310 2.016
S: -4.807 -0.397 2.622
O: -5.008 1.022 2.785
O: -4.203 -1.066 4.022
C: -4.098 -2.497 4.112
C: -2.682 -2.769 4.493
C: -3.248 -0.453 1.586
H: -4.303 -2.998 3.166
H: -4.675 -3.031 4.867
H: -2.758 -3.841 4.674
H: -2.308 -2.336 5.421
H: -1.944 -2.624 3.703
H: -2.504 0.146 2.111
H: -3.467 -0.072 0.589
H: -2.857 -1.471 1.589
O: 2.450 4.556 -0.033
S: 2.168 5.907 -0.599
O: 3.155 6.566 -1.451
O: 0.658 5.843 -1.371
C: -0.472 5.183 -0.837
C: -1.731 6.031 -0.948
C: 1.678 6.983 0.728
H: -0.479 4.755 0.165
H: -0.605 4.349 -1.527
H: -1.847 6.474 -1.937
H: -1.829 6.792 -0.174
H: -2.612 5.393 -0.879
H: 0.979 7.745 0.383
H: 2.470 7.430 1.329
H: 1.075 6.290 1.314
O: 4.252 1.652 -9.343
S: 2.972 1.391 -8.677
O: 1.785 2.016 -9.220
O: 2.611 -0.244 -8.752
C: 3.696 -1.176 -8.651
C: 3.494 -2.109 -7.500
C: 3.077 1.559 -6.840
H: 4.603 -0.602 -8.461
H: 3.805 -1.680 -9.611
H: 4.455 -2.574 -7.282
H: 2.689 -2.823 -7.674
H: 3.126 -1.532 -6.652
H: 2.281 0.991 -6.359
H: 2.910 2.619 -6.648
H: 4.033 1.111 -6.567
O: 1.842 1.323 6.102
S: 1.136 2.249 7.015
O: 0.319 3.371 6.507
O: 0.145 1.343 8.032
C: -1.019 1.959 8.558
C: -1.287 1.589 10.007
C: 2.307 2.878 8.279
H: -1.872 1.664 7.945
H: -0.942 3.046 8.557
H: -1.266 0.551 10.339
H: -2.335 1.825 10.189
H: -0.624 2.141 10.673
H: 2.977 2.059 8.539
H: 1.659 3.399 8.984
H: 2.961 3.641 7.858
C: -2.740 -1.457 -6.550
Br: -4.130 -2.462 -5.497
Br: -2.920 0.581 -6.483
Br: -2.786 -2.106 -8.429
H: -1.775 -1.711 -6.110

Cartesian forces (eV/Å) of the 3 atoms listed first:
-0.205 -0.083 0.679
4.017 0.527 -3.387
-1.999 -0.585 4.517

[6]
A cluster of 3 separate species, C17H39Cl2FNO2P in total. Source: the OMol25 dataset; level of theory: ωB97M-V/def2-TZVPD.

The HOMO energy comes out at -9.90 eV. The value obtained for the total energy is -60895.454 eV. The calculation puts the frontier orbital gap at 9.4 eV. As for the structure (SMILES): CC(=O)N(C)P(O)(Cl)(Cl)CCF.CCCCCC.CCCCCC. Its multiplicity is 1.

Geometry (Å):
C: -6.784 2.457 0.725
C: -5.563 2.023 -0.334
O: -5.802 2.238 -1.658
N: -4.371 1.353 0.256
C: -4.075 -0.018 -0.265
P: -3.014 2.354 0.690
O: -1.667 3.313 1.308
Cl: -1.642 1.466 -0.655
Cl: -3.901 4.191 0.102
C: -3.291 1.801 2.538
C: -2.533 0.397 2.912
F: -2.441 0.360 4.416
H: -6.802 1.575 1.528
H: -7.833 2.518 0.210
H: -6.492 3.425 1.343
H: -3.255 -0.627 0.353
H: -5.073 -0.659 -0.118
H: -3.875 -0.077 -1.441
H: -0.807 2.779 1.219
H: -2.933 2.706 3.192
H: -4.470 1.730 2.708
H: -1.436 0.434 2.491
H: -3.155 -0.536 2.568
C: 4.276 -0.072 -4.882
C: 2.934 0.448 -5.372
C: 2.216 1.330 -4.346
C: 1.844 0.636 -3.030
C: 0.956 -0.602 -3.171
C: -0.405 -0.302 -3.779
H: 4.165 -0.715 -4.004
H: 4.757 -0.663 -5.666
H: 4.944 0.756 -4.625
H: 2.297 -0.394 -5.665
H: 3.099 1.039 -6.281
H: 1.312 1.743 -4.809
H: 2.853 2.192 -4.113
H: 1.334 1.366 -2.389
H: 2.758 0.354 -2.496
H: 0.804 -1.035 -2.175
H: 1.462 -1.372 -3.765
H: -0.947 0.433 -3.176
H: -1.007 -1.214 -3.822
H: -0.316 0.084 -4.797
C: 0.767 -1.330 1.412
C: 2.286 -1.321 1.477
C: 2.877 -2.637 1.991
C: 2.485 -3.017 3.424
C: 2.840 -1.984 4.496
C: 4.334 -1.734 4.620
H: 0.320 -1.458 2.402
H: 0.404 -0.382 1.005
H: 0.409 -2.136 0.763
H: 2.623 -0.483 2.095
H: 2.677 -1.137 0.469
H: 3.970 -2.586 1.913
H: 2.567 -3.450 1.322
H: 2.974 -3.968 3.673
H: 1.408 -3.214 3.468
H: 2.465 -2.344 5.462
H: 2.323 -1.037 4.302
H: 4.866 -2.660 4.859
H: 4.530 -1.016 5.423
H: 4.753 -1.321 3.699

Cartesian forces (eV/Å) of the 3 atoms listed first:
1.195 -1.228 0.783
-3.167 1.457 -5.779
2.034 -1.924 8.301

Repeat the first record exactly.
A cluster of 7 separate species, C17H38BrIN16O7P in total. Source: the OMol25 dataset; level of theory: ωB97M-V/def2-TZVPD.

The HOMO energy comes out at -11.01 eV. The value obtained for the total energy is -143850.326 eV. The calculation puts the frontier orbital gap at 8.3 eV. Its multiplicity is 1. The charge is +1.

Geometry (Å):
C: -5.526 1.337 0.621
P: -4.676 -0.314 0.270
O: -5.623 -1.070 -0.896
N: -3.112 0.233 -0.452
C: -2.918 0.767 -1.774
I: -4.367 1.029 -3.306
C: -1.516 1.091 -1.820
Br: -0.685 1.913 -3.354
N: -0.869 0.767 -0.614
C: 0.510 0.910 -0.093
C: 1.668 1.024 -1.154
N: 2.955 1.174 -0.380
C: -1.878 0.249 0.187
C: -1.810 -0.237 1.636
C: -2.590 0.325 2.755
C: -2.447 -0.240 4.081
N: -1.636 -1.254 4.539
C: -0.902 -1.709 3.471
C: -0.917 -1.319 2.075
H: -6.496 1.218 1.169
H: -5.720 1.912 -0.328
H: -4.863 1.984 1.266
H: -6.559 -0.835 -0.719
H: 0.546 1.748 0.669
H: 0.725 -0.025 0.511
H: 1.710 0.173 -1.886
H: 1.538 2.022 -1.668
H: 2.750 0.823 0.568
H: 3.067 2.188 -0.234
H: -3.288 1.175 2.569
H: -3.107 0.226 4.877
H: -0.171 -2.527 3.733
H: -0.258 -1.829 1.331
C: 1.031 1.167 -7.266
O: 0.130 1.932 -7.562
N: 1.159 0.638 -6.016
N: 1.984 0.775 -8.155
H: 1.891 0.006 -5.747
H: 0.470 0.907 -5.336
H: 1.920 1.146 -9.087
H: 2.732 0.147 -7.930
C: -3.632 2.507 6.438
O: -4.044 1.522 5.840
N: -2.635 3.294 5.953
N: -4.136 2.896 7.636
H: -2.283 4.105 6.428
H: -2.237 3.036 5.067
H: -4.876 2.337 8.026
H: -3.814 3.699 8.144
C: 2.420 -3.263 0.691
O: 1.462 -2.560 0.351
N: 3.633 -2.756 0.971
N: 2.325 -4.613 0.810
H: 4.421 -3.319 1.249
H: 3.747 -1.757 0.893
H: 1.434 -5.032 0.609
H: 3.092 -5.201 1.084
C: 6.335 -5.862 1.885
O: 5.672 -4.878 1.581
N: 7.676 -5.928 1.684
N: 5.786 -6.969 2.450
H: 8.238 -6.723 1.926
H: 8.118 -5.128 1.268
H: 4.795 -6.956 2.615
H: 6.312 -7.783 2.706
C: 6.253 -0.491 0.081
O: 5.380 -0.734 0.902
N: 7.425 -1.178 0.038
N: 6.123 0.484 -0.854
H: 8.154 -0.996 -0.626
H: 7.553 -1.908 0.717
H: 5.262 1.010 -0.850
H: 6.825 0.700 -1.536
C: -6.797 4.867 -3.846
O: -6.428 4.903 -2.683
N: -7.375 5.930 -4.466
N: -6.660 3.755 -4.622
H: -7.685 5.920 -5.420
H: -7.492 6.768 -3.923
H: -6.237 2.953 -4.192
H: -6.955 3.699 -5.579

Cartesian forces (eV/Å) of the 3 atoms listed first:
0.298 0.760 -0.956
-1.073 -0.945 2.211
0.587 1.348 0.532

Question: Among the records above, which one has the highest multiplicity?
Answer: C17H38F6MnN2O7

Question: Number 2 is which compound?
Answer: C17H38ClFN2O8S

Question: Which value of multiplicity does entry 5 give?
Answer: 1